Entry from the Open Molecules 2025 dataset: C39H41BGaN7O5 as an isolated structure (ωB97M-V/def2-TZVPD).

Geometry (Å):
Ga  0.266  0.582  0.524
C  -0.384  1.629  -2.727
N  0.616  0.717  -2.247
C  0.537  -0.660  -2.655
C  -0.250  -1.529  -1.711
N  -0.542  -1.276  -0.461
C  -1.334  -2.337  -0.024
C  -1.986  -2.545  1.187
C  -2.732  -3.698  1.322
C  -2.840  -4.630  0.280
C  -2.216  -4.426  -0.935
C  -1.471  -3.260  -1.061
N  -0.768  -2.714  -2.122
C  -1.446  1.905  -1.700
N  -1.493  1.390  -0.499
C  -2.694  1.833  0.067
C  -3.280  1.555  1.299
C  -4.505  2.134  1.565
C  -5.140  2.977  0.641
C  -4.572  3.255  -0.586
C  -3.346  2.658  -0.849
N  -2.520  2.686  -1.963
H  0.074  2.573  -3.032
H  -0.893  1.230  -3.617
H  1.570  1.077  -2.296
H  0.090  -0.773  -3.655
H  1.549  -1.063  -2.728
H  -1.907  -1.828  1.990
H  -3.247  -3.887  2.254
H  -3.432  -5.523  0.428
H  -2.309  -5.135  -1.747
H  -0.684  -3.094  -3.048
H  -2.764  0.940  2.021
H  -4.982  1.944  2.517
H  -6.095  3.417  0.896
H  -5.060  3.900  -1.306
H  -2.687  3.180  -2.822
C  4.050  -3.971  -0.176
N  3.980  -2.606  -0.676
C  4.876  -2.172  -1.613
C  4.804  -0.949  -2.150
C  3.743  -0.052  -1.720
O  3.463  0.969  -2.337
N  3.048  -0.433  -0.577
C  3.009  -1.748  -0.155
O  2.163  -2.165  0.611
H  4.918  -4.100  0.470
H  4.112  -4.671  -1.010
H  3.150  -4.165  0.398
H  5.622  -2.897  -1.910
H  5.478  -0.616  -2.923
C  0.257  3.913  0.980
C  0.101  4.035  2.493
C  -1.344  4.410  2.840
C  0.552  2.874  3.372
C  1.276  3.258  4.503
C  1.610  2.373  5.505
C  1.194  1.060  5.384
C  0.489  0.618  4.272
C  0.024  -0.826  4.284
C  -1.505  -0.906  4.329
C  0.652  -1.686  3.193
C  0.181  1.523  3.233
O  -0.538  1.085  2.157
H  0.185  4.908  0.532
H  -0.550  3.317  0.564
H  1.215  3.486  0.686
H  0.737  4.871  2.794
H  -2.018  3.590  2.584
H  -1.661  5.297  2.284
H  -1.451  4.614  3.906
H  1.578  4.295  4.589
H  2.180  2.700  6.365
H  1.423  0.346  6.168
H  0.381  -1.241  5.231
H  -1.945  -0.413  3.461
H  -1.883  -0.396  5.218
H  -1.844  -1.945  4.362
H  0.340  -1.390  2.196
H  0.377  -2.737  3.322
H  1.737  -1.602  3.209
O  2.904  1.973  0.143
B  2.410  0.622  0.448
O  2.935  0.289  1.788
C  3.585  1.394  2.226
C  4.211  1.585  3.434
C  4.795  2.835  3.670
C  4.748  3.839  2.718
C  4.126  3.630  1.480
C  3.560  2.398  1.256
H  4.221  0.802  4.180
H  5.281  3.021  4.620
H  5.202  4.799  2.928
H  4.090  4.402  0.722

The calculation puts the energy relative to the best compared isomer or geometry (same formula, charge and spin) at 0.0 kcal per mole. For the total energy, the calculation gives -114836.1844 eV. The charge is 0. The spin multiplicity is 1. Its strongest force on any atom is 0.29 eV/A.

Charges obtained by Mulliken population analysis, quoted in units of e: 1.3201, -1.4821, 0.0047, -1.4945, 0.4923, 1.2453, -0.3084, -0.2394, -1.1075, -0.5383, -1.2635, 0.8235, -0.1434, 0.4101, 0.9645, 0.0470, -0.6577, -0.7540, -0.5854, -1.0971, 0.8660, -0.1297, 0.5329, 0.4510, 0.1557, 0.5974, 0.3903, 0.4998, 0.4584, 0.4035, 0.4328, 0.2336, 0.2710, 0.4762, 0.3968, 0.4329, 0.2327, -1.2042, 0.2089, -0.2631, -1.2197, 0.8916, -0.7291, -0.0282, 0.1574, -0.6553, 0.3386, 0.4030, 0.3458, 0.4560, 0.4573, -1.5395, 0.4504, -1.5830, 1.2090, -0.9004, -1.4100, -0.9688, 0.9272, 0.4971, -1.3707, -1.0958, -0.4725, 0.4898, 0.6442, 0.1916, 0.0327, 0.6755, 0.1573, 0.4342, 0.3886, 0.3785, 0.3836, 0.3626, 0.7929, -0.0663, 0.4404, 0.3806, -0.4829, 0.5621, 0.3401, -1.1902, 0.5616, -0.0503, 0.2589, -0.8947, -0.7284, -0.6533, -1.3023, 0.8881, 0.4694, 0.4157, 0.3764, 0.5040